1.
9
Properties=species:S:1:pos:R:3:lowdin_charge:R:1 method="wB97M-V/def2-TZVPD" homo_energy_ev=-13.9 multiplicity=1 max_force_ev_per_a=4.09 charge=+1 total_energy_ev=-15486.876 relative_energy_kcal_mol=135.1 smiles="C1#S2=C1[NH2+]C2"
C -1.47508 1.21682 -0.05358 -0.256
C -2.69301 1.08382 0.20654 -0.216
C -0.46951 -0.64847 0.22424 -0.230
N -0.16780 0.79902 -0.11499 0.039
S -2.44670 -0.68427 -0.10277 0.915
H -0.07356 -1.42656 -0.53676 0.137
H -0.65191 -0.95108 1.34598 0.147
H 0.27934 1.08438 -1.06659 0.250
H 0.49409 1.15796 0.60688 0.214

***

2.
46
Properties=species:S:1:pos:R:3:lowdin_charge:R:1 method="wB97M-V/def2-TZVPD" homo_energy_ev=-2.0 multiplicity=1 max_force_ev_per_a=2.63 charge=-2 total_energy_ev=-82041.133 relative_energy_kcal_mol=60.8
Ba 0.23983 -0.63638 -1.36137 2.104
O 2.62100 -7.28487 -4.22241 -0.070
C 3.01719 -6.63155 -3.23342 -0.700
O 3.91213 -6.89510 -2.40370 -0.062
C 2.27554 -5.30754 -2.98767 -0.108
C 1.27029 -4.87547 -3.84468 -0.012
C 0.62449 -3.67818 -3.59070 -0.129
N 0.93680 -2.88745 -2.55372 -0.070
C 1.91733 -3.31117 -1.72578 -0.213
C 2.58687 -4.50904 -1.89740 0.048
C 2.27366 -2.32432 -0.59742 -0.729
O 2.28010 -2.68113 0.57601 0.032
O 2.46673 -1.11507 -1.02484 -0.377
H 1.01839 -5.49530 -4.69394 0.105
H -0.17687 -3.32165 -4.22821 0.104
H 3.36099 -4.82497 -1.21277 0.124
Cl -2.04241 1.95993 0.72715 0.648
C -2.92390 3.47273 0.56018 -0.660
C -2.52161 4.46810 1.43595 -0.167
C -3.11367 5.72118 1.40040 -0.142
C -4.11630 5.93925 0.46788 -0.172
C -4.51453 4.92191 -0.38431 -0.683
Cl -5.81073 5.33531 -1.49948 0.561
C -3.96371 3.60714 -0.39687 -0.835
S -4.50830 2.33026 -1.41036 0.389
H -1.72908 4.25076 2.14210 0.082
H -2.80130 6.50526 2.07978 0.082
H -4.60391 6.90319 0.39352 0.082
C -0.31942 -0.45429 3.70543 -0.030
N 0.68856 0.39494 3.08832 -0.133
C 1.49788 1.20655 3.98001 -0.055
C 0.87257 0.33545 1.75504 -0.510
C 2.03959 1.06130 1.12681 0.017
O 0.09494 -0.31886 1.05042 -0.283
H 0.15139 -1.16646 4.38673 0.092
H -0.84296 -0.99797 2.92934 0.086
H -1.03541 0.15402 4.26018 0.090
H 0.97105 1.28113 4.92956 0.082
H 1.62747 2.21496 3.59403 0.085
H 2.48168 0.76941 4.16858 0.094
H 2.63644 1.64212 1.82252 0.064
H 1.67969 1.70270 0.31884 0.091
H 2.65245 0.28444 0.66117 0.073
O -1.57980 -0.46277 -2.83222 -0.924
S -1.36321 1.04845 -3.08285 0.583
N -0.22792 1.66903 -2.37585 -0.653

***

3.
12
Properties=species:S:1:pos:R:3:lowdin_charge:R:1 method="wB97M-V/def2-TZVPD" homo_energy_ev=-9.8 multiplicity=1 max_force_ev_per_a=5.85 total_energy_ev=-10714.967 relative_energy_kcal_mol=157.8
C -1.42316 -0.01619 0.05648 -0.562
C 0.87229 -0.90317 -0.46771 -0.271
H -0.01435 1.53697 -0.07535 0.050
H -1.55806 2.02154 -0.62675 0.174
H -0.04180 -1.80310 1.06750 0.264
H 0.80353 -2.10052 -0.91341 0.173
H 0.86199 0.79021 0.72567 0.198
N -0.90735 1.18560 -0.37052 0.126
N -0.20806 -0.74930 0.45399 -0.038
N 2.06578 -0.26836 -0.50921 -0.012
O -2.57983 -0.36632 0.09166 0.086
O 2.12903 0.67264 0.56767 -0.189

***

4.
144
Properties=species:S:1:pos:R:3:lowdin_charge:R:1 method="wB97M-V/def2-TZVPD" homo_energy_ev=-9.2 multiplicity=1 max_force_ev_per_a=4.01 total_energy_ev=-95349.962 relative_energy_kcal_mol=0.0 smiles="O=C1CCCO1.O=C1CCCO1.O=C1CCCO1.O=C1CCCO1.O=C1CCCO1.O=C1CCCO1.O=C1CCCO1.O=C1CCCO1.O=C1CCCO1.CN(C)C=O.CN(C)C=O.CN(C)C=O"
O -3.22829 -3.12549 6.78749 0.096
C -3.21700 -3.03303 5.57200 -0.435
O -2.75137 -1.93681 4.90367 -0.002
C -2.81981 -2.06895 3.51813 -0.190
C -3.72555 -3.27207 3.32432 -0.172
C -3.51950 -4.12216 4.52939 -0.068
H -1.82527 -2.34324 3.15727 0.115
H -3.17429 -1.15368 3.05599 0.102
H -3.54075 -3.71427 2.35288 0.113
H -4.73543 -2.85505 3.29471 0.126
H -2.64706 -4.78087 4.57432 0.135
H -4.42583 -4.65747 4.78999 0.124
O -1.18379 -3.91464 -1.98624 0.100
C -0.47724 -4.25272 -2.90997 -0.434
O 0.07280 -3.38985 -3.80886 0.007
C 0.95666 -4.03866 -4.70570 -0.160
C 1.14892 -5.46285 -4.21334 -0.150
C 0.08094 -5.66158 -3.15310 -0.055
H 1.89997 -3.50245 -4.68410 0.105
H 0.57201 -4.05325 -5.72568 0.124
H 2.18327 -5.66655 -3.96554 0.104
H 0.92648 -6.15502 -5.02156 0.111
H 0.46734 -6.07777 -2.22802 0.115
H -0.74517 -6.29647 -3.47837 0.129
O -1.43820 0.87679 1.87828 0.090
C -0.75847 0.22788 1.11146 -0.491
O -0.74501 -1.06059 1.09493 0.048
C -0.04313 -1.55663 0.00737 -0.135
C 0.96028 -0.44722 -0.40584 -0.127
C 0.16056 0.73256 -0.01769 -0.056
H -0.80536 -1.79197 -0.72822 0.095
H 0.46312 -2.46505 0.30663 0.108
H 1.19853 -0.47793 -1.46968 0.100
H 1.93318 -0.61045 0.06823 0.101
H -0.52580 1.09937 -0.78941 0.131
H 0.76480 1.54353 0.37578 0.118
O 1.08741 1.52270 -3.53018 0.079
C 0.41975 1.33490 -4.53325 -0.470
O 0.57771 1.99963 -5.69423 0.014
C -0.12133 1.45567 -6.81226 -0.123
C -1.22417 0.57002 -6.14414 -0.121
C -0.75154 0.35928 -4.67414 -0.053
H 0.56761 0.87546 -7.42423 0.120
H -0.49503 2.24715 -7.45662 0.125
H -1.51682 -0.35070 -6.64290 0.107
H -2.17609 1.10535 -6.11743 0.103
H -0.51701 -0.68751 -4.48143 0.113
H -1.47157 0.70656 -3.93129 0.099
O 3.04273 -6.71955 -1.30079 0.082
C 3.19947 -5.50939 -1.06163 -0.396
O 3.05048 -4.46377 -1.93810 0.006
C 3.26112 -3.16880 -1.42126 -0.150
C 3.23868 -3.39242 0.05328 -0.164
C 3.63089 -4.84095 0.22906 -0.063
H 2.52879 -2.42820 -1.74657 0.114
H 4.24630 -2.78877 -1.69093 0.122
H 2.26643 -3.28642 0.52883 0.095
H 3.93753 -2.71560 0.52859 0.099
H 3.05196 -5.28844 1.03294 0.127
H 4.69575 -5.02367 0.38993 0.139
O 4.45922 -0.37224 0.25389 0.077
C 4.40156 0.54560 1.05474 -0.416
O 3.56263 1.60614 0.88773 0.013
C 3.68965 2.57463 1.93189 -0.167
C 4.51615 1.97305 2.99061 -0.157
C 5.18820 0.73919 2.35236 -0.034
H 2.70952 2.86360 2.31169 0.111
H 4.12461 3.44346 1.43818 0.133
H 3.94019 1.61814 3.83978 0.098
H 5.18369 2.74015 3.38292 0.122
H 5.18115 -0.07775 3.06437 0.108
H 6.22123 1.00737 2.13106 0.128
O 3.72135 -2.19199 3.53009 0.102
C 2.72100 -1.71945 4.04218 -0.419
O 2.72988 -0.48366 4.68777 -0.011
C 1.49428 -0.29528 5.42797 -0.123
C 0.51823 -1.17958 4.67181 -0.159
C 1.35726 -2.34622 4.22429 -0.071
H 1.15641 0.74176 5.43055 0.116
H 1.59785 -0.62189 6.46491 0.131
H 0.01819 -0.75590 3.79661 0.104
H -0.34187 -1.44647 5.28256 0.111
H 1.09019 -2.74120 3.24483 0.120
H 1.43822 -3.17284 4.93108 0.140
O -1.46036 6.10636 -5.44983 0.094
C -1.39452 5.44882 -4.41528 -0.436
O -0.88772 5.92333 -3.24617 0.032
C -1.19008 5.07399 -2.11574 -0.165
C -1.40265 3.72420 -2.67615 -0.148
C -1.94104 4.06953 -4.11349 -0.042
H -2.05477 5.33791 -1.49787 0.130
H -0.30689 5.08299 -1.48237 0.128
H -2.01198 3.23023 -1.91559 0.096
H -0.45158 3.21509 -2.80870 0.090
H -3.02259 3.96398 -4.20861 0.128
H -1.54653 3.36705 -4.84151 0.092
O -1.43063 7.08189 4.30494 0.134
C -0.96802 5.97472 4.29001 -0.448
O -1.42874 4.98081 3.44808 0.020
C -0.64676 3.83458 3.56250 -0.194
C 0.64038 4.24305 4.34982 -0.147
C 0.17535 5.44548 5.10985 -0.097
H -0.37467 3.30115 2.65187 0.113
H -1.18823 3.13706 4.20818 0.114
H 1.41011 4.55455 3.64694 0.108
H 0.96649 3.52540 5.10325 0.109
H 0.92062 6.21026 5.30690 0.132
H -0.28081 5.16691 6.06569 0.139
C -3.57501 3.15631 1.58023 -0.382
O -3.72050 3.71285 0.51960 0.019
N -4.52471 2.58854 2.26553 -0.172
C -4.20103 2.02014 3.54264 -0.035
C -5.88683 2.52161 1.83706 -0.052
H -2.62083 3.09055 2.10846 0.098
H -3.34623 2.47894 4.04360 0.082
H -4.02045 0.94571 3.48067 0.078
H -5.00336 2.18901 4.26210 0.095
H -6.15442 3.14265 0.98664 0.094
H -6.14072 1.49682 1.55208 0.079
H -6.55130 2.86253 2.63349 0.096
C -4.37741 -0.78520 0.21423 -0.317
O -4.26925 -1.99444 0.43731 0.014
N -4.03430 -0.21156 -0.95139 -0.164
C -4.55616 1.12119 -1.25484 -0.033
C -3.39965 -0.92819 -2.05099 -0.024
H -4.70255 -0.00617 0.92653 0.118
H -4.96666 1.64225 -0.39366 0.048
H -5.39347 1.05567 -1.95761 0.101
H -3.71708 1.71044 -1.61126 0.070
H -3.15404 -0.23545 -2.85309 0.065
H -2.47896 -1.41168 -1.73002 0.063
H -3.99513 -1.71861 -2.51944 0.101
C 5.68143 -1.16668 -3.24258 -0.380
O 6.05137 -1.99787 -4.04313 0.010
N 4.54197 -0.50089 -3.42216 -0.153
C 3.51274 -0.94175 -4.39182 -0.033
C 4.19724 0.67445 -2.61943 -0.057
H 6.21749 -0.87134 -2.32447 0.139
H 3.72197 -1.85035 -4.95634 0.080
H 3.30918 -0.22026 -5.19046 0.090
H 2.56400 -1.11074 -3.87393 0.067
H 3.31284 0.51717 -1.99758 0.060
H 5.00174 1.01798 -1.97660 0.081
H 3.88931 1.51037 -3.25265 0.087